This record from the Open Molecules 2025 dataset describes a structure of composition C3H4FeO3 at a distorted geometry. The level of theory is wB97M-V/def2-TZVPD.

Geometry as XYZ:
```
11
Properties=species:S:1:pos:R:3:forces:R:3:mulliken_charge:R:1
O 2.429 0.337 0.319 0.68 -1.04 0.81 -0.40
C 2.939 -0.725 0.399 1.15 0.70 -1.68 0.79
O 3.621 -1.643 0.245 -0.96 0.13 0.87 -0.26
C -1.108 0.975 -0.626 -0.08 0.22 -0.07 -0.64
C -1.382 -0.351 0.114 -0.64 -0.52 -0.15 -0.04
O -0.370 -0.610 1.099 0.63 0.86 -0.07 -0.72
Fe 0.519 1.003 0.629 -1.72 -0.63 -0.29 0.30
H -0.953 0.830 -1.707 0.14 0.12 0.44 0.26
H -1.919 1.709 -0.493 0.38 -0.21 0.06 0.30
H -1.407 -1.201 -0.597 0.06 0.32 0.22 0.21
H -2.368 -0.324 0.618 0.37 0.04 -0.14 0.20
```
Positions in Å, forces in eV/Å.

Its total energy is -43703.0838 eV. Its spin multiplicity is 5. Its HOMO-LUMO gap (alpha / beta) is 7.505 / 7.922 eV. The calculation puts the HOMO energy (alpha / beta) at -7.90 / -8.41 eV. As for the expectation value of S²: 6.02. The charge is 0. Its relative energy (zero: lowest compared OMol25 entry of this formula, charge and spin) is 18.1 kcal per mole.